{
  "formula": "C46H41ClGeMnN2O4S2",
  "method": "the ωB97M-V functional and the def2-TZVPD basis",
  "de_lowest_ev": 0.557,
  "e_tot_ha": -6672.58392,
  "spin_multiplicity": 6,
  "elements": ["Mn", "Cl", "C", "C", "C", "C", "O", "C", "C", "O", "C", "H", "H", "H", "H", "S", "C", "N", "C", "C", "N", "C", "C", "C", "C", "C", "C", "C", "C", "S", "C", "C", "C", "C", "C", "C", "C", "H", "H", "H", "H", "H", "H", "H", "H", "H", "H", "H", "H", "H", "H", "H", "H", "H", "H", "O", "C", "O", "C", "C", "Ge", "C", "C", "C", "C", "C", "C", "C", "C", "C", "C", "C", "C", "C", "C", "C", "C", "C", "C", "H", "H", "H", "H", "H", "H", "H", "H", "H", "H", "H", "H", "H", "H", "H", "H", "H", "H", "H"],
  "positions_angstrom": [[-0.7305, -0.1518, -0.8569], [3.1536, 5.1572, 2.6382], [2.0084, 4.0861, 1.8797], [0.6231, 4.3406, 2.0333], [-0.3057, 3.5281, 1.4629], [0.0710, 2.3750, 0.6967], [-0.8291, 1.6254, 0.2110], [1.4805, 2.1541, 0.5370], [1.9940, 1.0753, -0.2067], [1.3534, 0.1876, -0.8094], [2.4245, 3.0261, 1.1466], [0.3147, 5.2002, 2.6151], [-1.3661, 3.7134, 1.5741], [3.0926, 1.0132, -0.2638], [3.4828, 2.8288, 1.0195], [-0.1957, -2.5392, -1.7423], [0.9831, -1.9458, -2.7586], [2.1985, -2.4838, -2.8859], [3.2391, -1.8226, -3.6658], [2.6429, -1.3277, -4.9479], [1.5068, -0.4675, -4.6494], [1.4287, 0.7636, -5.4475], [2.4388, 1.7599, -4.9328], [2.2691, 2.3248, -3.6684], [3.2154, 3.2003, -3.1630], [4.3387, 3.5252, -3.9156], [4.5095, 2.9733, -5.1750], [3.5618, 2.0906, -5.6800], [0.6596, -0.7319, -3.6541], [-0.7325, 0.1434, -3.4035], [2.6669, -3.6237, -2.0937], [3.8032, -3.2358, -1.1791], [5.0010, -3.9380, -1.2152], [6.0506, -3.5831, -0.3777], [5.9108, -2.5119, 0.4907], [4.7167, -1.8021, 0.5248], [3.6645, -2.1638, -0.3019], [4.0279, -2.5465, -3.8647], [3.6677, -0.9989, -3.0874], [2.3192, -2.1625, -5.5771], [3.3775, -0.7418, -5.4971], [0.4154, 1.1472, -5.3811], [1.6331, 0.5003, -6.4865], [1.3916, 2.0742, -3.0834], [3.0711, 3.6380, -2.1828], [5.0747, 4.2132, -3.5206], [5.3785, 3.2282, -5.7676], [3.6939, 1.6654, -6.6692], [3.0101, -4.3857, -2.7972], [1.8167, -4.0175, -1.5433], [5.1155, -4.7718, -1.8991], [6.9780, -4.1397, -0.4101], [6.7292, -2.2294, 1.1400], [4.6031, -0.9644, 1.2019], [2.7357, -1.6060, -0.2800], [-3.9208, -1.1511, -2.2047], [-3.5050, -1.3391, -1.0762], [-2.6137, -0.6076, -0.4695], [-3.9840, -2.5013, -0.2241], [-4.4873, -2.0867, 1.1635], [-3.5991, -0.6529, 2.1809], [-4.1643, 1.1611, 1.7153], [-4.0155, 2.1755, 2.6613], [-4.4358, 3.4726, 2.4007], [-5.0241, 3.7762, 1.1813], [-5.1971, 2.7753, 0.2364], [-4.7727, 1.4801, 0.5028], [-1.6562, -0.8403, 2.3780], [-0.9535, 0.0281, 3.2128], [0.4217, -0.0761, 3.3690], [1.1224, -1.0709, 2.7008], [0.4405, -1.9544, 1.8761], [-0.9360, -1.8349, 1.7174], [-4.2890, -0.8811, 4.0141], [-5.5160, -0.3287, 4.3830], [-6.0367, -0.5216, 5.6555], [-5.3327, -1.2719, 6.5872], [-4.1099, -1.8276, 6.2396], [-3.5964, -1.6321, 4.9637], [-3.1239, -3.1699, -0.1157], [-4.7499, -3.0508, -0.7705], [-4.4884, -2.9553, 1.8274], [-5.5325, -1.7666, 1.1074], [-3.5868, 1.9520, 3.6327], [-4.3128, 4.2431, 3.1529], [-5.3545, 4.7863, 0.9725], [-5.6613, 3.0006, -0.7156], [-4.9072, 0.7274, -0.2605], [-1.4814, 0.8067, 3.7523], [0.9464, 0.6210, 4.0113], [2.1931, -1.1645, 2.8326], [0.9747, -2.7436, 1.3614], [-1.4528, -2.5348, 1.0710], [-6.0704, 0.2732, 3.6703], [-6.9903, -0.0826, 5.9219], [-5.7346, -1.4202, 7.5817], [-3.5538, -2.4110, 6.9633], [-2.6354, -2.0670, 4.7090]],
  "atomic_forces_ev_per_a": [[-0.57, 0.31, 0.30], [0.00, -0.01, -0.01], [0.00, 0.02, 0.00], [-0.01, 0.02, 0.01], [-0.04, -0.03, 0.02], [-0.06, 0.02, 0.01], [0.19, -0.02, -0.11], [-0.01, 0.08, 0.05], [-0.02, -0.14, -0.08], [0.34, 0.03, 0.03], [0.00, -0.01, -0.02], [-0.01, 0.00, 0.00], [-0.03, 0.00, 0.02], [0.03, 0.01, 0.00], [0.00, 0.00, 0.00], [0.24, -0.30, -0.14], [0.04, -0.16, -0.15], [-0.11, 0.15, 0.16], [-0.01, 0.04, -0.01], [0.00, -0.02, 0.01], [-0.07, -0.01, 0.10], [-0.04, 0.01, -0.03], [0.02, 0.03, -0.03], [0.00, -0.03, 0.03], [0.00, 0.01, 0.00], [0.01, -0.01, 0.00], [0.00, 0.00, 0.01], [-0.01, 0.02, 0.00], [0.03, -0.02, -0.09], [0.09, 0.08, -0.01], [-0.03, -0.03, -0.01], [0.03, -0.01, -0.01], [-0.02, 0.00, 0.02], [0.00, 0.01, 0.00], [0.01, 0.00, 0.00], [-0.02, 0.00, 0.01], [-0.01, 0.01, 0.00], [0.00, -0.01, 0.01], [0.01, 0.00, -0.02], [0.01, 0.01, -0.02], [0.00, 0.02, 0.01], [0.01, 0.00, -0.02], [0.01, 0.00, 0.01], [0.02, 0.02, -0.01], [-0.01, 0.00, 0.00], [0.00, 0.00, 0.00], [0.00, 0.00, 0.00], [0.00, 0.00, 0.00], [-0.04, -0.04, 0.00], [0.01, 0.01, 0.02], [0.00, 0.00, 0.00], [0.00, 0.00, 0.00], [0.00, 0.00, 0.00], [0.00, -0.01, 0.01], [-0.04, 0.00, 0.00], [-0.01, 0.04, -0.09], [0.15, -0.02, -0.02], [-0.25, -0.05, 0.03], [-0.07, 0.04, 0.09], [-0.02, -0.06, 0.04], [0.06, -0.04, -0.06], [-0.02, -0.02, -0.03], [0.01, 0.01, 0.03], [0.04, 0.03, -0.01], [-0.01, 0.01, -0.01], [0.01, 0.00, 0.00], [0.07, 0.05, 0.00], [0.01, 0.06, 0.02], [-0.04, 0.00, -0.03], [0.04, 0.00, -0.03], [0.01, 0.03, 0.00], [0.02, 0.00, 0.01], [0.02, -0.04, 0.02], [0.03, 0.00, 0.02], [-0.01, -0.01, 0.01], [-0.01, 0.00, 0.00], [0.00, 0.00, 0.00], [0.00, 0.00, 0.00], [-0.01, 0.01, -0.01], [-0.01, -0.02, 0.00], [-0.02, 0.02, -0.01], [-0.02, 0.03, 0.03], [0.00, 0.01, -0.05], [0.00, -0.01, 0.00], [0.01, -0.01, -0.01], [0.00, 0.00, 0.00], [0.00, 0.00, 0.00], [0.01, -0.08, -0.05], [-0.02, 0.01, -0.01], [0.00, 0.00, 0.00], [0.04, 0.00, -0.01], [0.02, -0.01, -0.02], [0.01, 0.01, 0.03], [0.00, 0.00, 0.01], [0.00, 0.00, 0.00], [0.00, 0.00, 0.00], [0.00, 0.00, 0.00], [0.00, 0.00, 0.00]]
}

***

{
  "formula": "C3HNO",
  "method": "the ωB97M-V functional and the def2-TZVPD basis",
  "de_lowest_ev": 2.836,
  "e_tot_ha": -244.75678,
  "spin_multiplicity": 1,
  "elements": ["C", "C", "C", "N", "O", "H"],
  "positions_angstrom": [[0.5676, 0.8169, 0.6440], [-0.0582, -0.0939, -0.3550], [-1.3562, -0.8661, -0.2533], [1.0245, 1.5932, 1.3491], [-0.2823, -1.5546, -0.0527], [0.1047, 0.1045, -1.3321]],
  "atomic_forces_ev_per_a": [[-1.32, -1.72, -1.36], [-0.41, -0.32, 3.41], [0.43, -0.51, 1.06], [0.25, 0.26, 0.31], [-0.27, 1.80, -0.56], [1.32, 0.49, -2.87]]
}

***

{
  "formula": "C28H47N7O3Tl",
  "method": "the ωB97M-V functional and the def2-TZVPD basis",
  "e_tot_ha": -1876.32008,
  "total_charge": 1,
  "spin_multiplicity": 1,
  "elements": ["Tl", "C", "C", "N", "C", "C", "N", "C", "C", "C", "N", "C", "C", "N", "C", "H", "H", "H", "H", "H", "H", "H", "H", "H", "H", "H", "H", "H", "H", "H", "H", "H", "H", "H", "H", "H", "H", "H", "H", "C", "O", "C", "C", "O", "C", "C", "O", "C", "H", "H", "H", "H", "H", "H", "H", "H", "H", "H", "H", "H", "H", "H", "N", "C", "C", "C", "C", "C", "C", "N", "C", "C", "C", "C", "N", "C", "C", "H", "H", "H", "H", "H", "H", "H", "H", "H"],
  "positions_angstrom": [[-19.1712, -13.9928, -3.3334], [-23.0787, -13.3882, -4.6130], [-22.8419, -13.8358, -3.1516], [-21.8884, -13.0885, -2.3947], [-21.5809, -13.3546, -1.0251], [-21.2633, -14.8294, -0.6320], [-19.8319, -15.2341, -0.8726], [-19.5011, -16.6808, -0.6953], [-20.1277, -17.6590, -1.7156], [-20.6226, -17.2946, -3.0974], [-19.6658, -16.5632, -3.8927], [-19.9694, -16.5793, -5.3478], [-21.1348, -15.7306, -5.7375], [-20.7884, -14.3045, -5.5325], [-21.8423, -13.2012, -5.5214], [-23.7051, -12.4487, -4.5874], [-23.6122, -14.1820, -5.1403], [-22.6602, -14.9208, -3.1088], [-23.8728, -13.6861, -2.7039], [-21.8867, -12.1067, -2.6227], [-22.3412, -13.0172, -0.2623], [-20.7025, -12.7314, -0.7671], [-21.8130, -15.5852, -1.2047], [-21.5116, -15.0095, 0.4335], [-19.3095, -14.7280, -0.1684], [-19.7552, -17.0446, 0.3303], [-18.4012, -16.7540, -0.8349], [-20.9617, -18.1909, -1.2824], [-19.3864, -18.5026, -1.8348], [-21.6026, -16.7105, -3.1131], [-20.8257, -18.2922, -3.5755], [-18.7303, -16.8956, -3.7118], [-20.2788, -17.6312, -5.6018], [-19.0773, -16.3794, -6.0018], [-22.0901, -15.8839, -5.2318], [-21.4513, -15.9053, -6.7956], [-20.0497, -14.0179, -6.1905], [-22.2515, -13.0011, -6.5653], [-21.2768, -12.2747, -5.1908], [-16.3385, -12.6781, -5.5446], [-16.5202, -13.8736, -4.8444], [-15.2497, -14.4412, -4.5845], [-15.4818, -15.5543, -3.5539], [-15.5595, -14.8845, -2.2362], [-15.0426, -15.7506, -1.1945], [-14.9499, -14.9080, 0.0723], [-16.1123, -14.0527, 0.1178], [-16.2026, -13.3114, 1.3379], [-17.3166, -12.4597, -5.9708], [-15.9923, -11.8311, -4.9299], [-15.4986, -12.8337, -6.2749], [-14.7909, -14.8822, -5.4882], [-14.6304, -13.6309, -4.2498], [-16.4366, -16.1273, -3.7626], [-14.7366, -16.3695, -3.4898], [-15.7432, -16.6025, -1.0646], [-14.0545, -16.2090, -1.5608], [-14.8986, -15.5376, 0.9828], [-14.0344, -14.3136, 0.0164], [-16.1808, -13.9902, 2.2186], [-15.3252, -12.6726, 1.4248], [-17.1145, -12.7157, 1.2313], [-15.7990, -7.7708, 1.5795], [-15.3613, -6.5282, 2.1183], [-14.0872, -6.0338, 2.4866], [-14.0375, -4.6647, 2.7975], [-15.2073, -3.9740, 3.0006], [-16.4690, -4.4265, 2.6114], [-16.5526, -5.7506, 2.1829], [-17.6154, -6.4112, 1.5451], [-17.1037, -7.5813, 1.1411], [-17.9163, -8.5858, 0.4881], [-17.3604, -9.8483, 0.0996], [-18.2461, -10.7780, -0.3531], [-19.5657, -10.5403, -0.6309], [-19.9734, -9.2903, -0.4583], [-19.1937, -8.2817, 0.1195], [-15.1190, -8.4609, 1.2475], [-13.1396, -6.5819, 2.5768], [-13.1068, -4.0602, 2.9238], [-15.1341, -2.9480, 3.4603], [-17.3263, -3.7848, 2.6800], [-16.3788, -10.1483, 0.4576], [-17.9517, -11.8250, -0.4940], [-21.0341, -9.1395, -0.7078], [-19.6860, -7.3014, 0.2811]],
  "atomic_forces_ev_per_a": [[0.04, 0.37, 0.37], [0.90, -0.03, -0.06], [-2.42, -0.11, 0.30], [1.33, -0.13, -1.24], [0.12, -0.32, 2.07], [0.66, -0.94, -0.31], [-0.64, 0.13, 0.07], [0.08, 0.56, -0.27], [0.53, -1.13, 0.41], [-1.09, -0.03, -0.53], [0.36, 0.95, -0.98], [0.11, -2.23, -0.04], [-1.13, 2.10, -1.23], [-0.51, 0.92, 0.18], [0.79, 0.80, -0.52], [0.77, -0.95, -0.42], [-0.68, 0.13, 0.49], [0.25, 0.40, 0.02], [0.70, -0.53, -0.16], [-0.01, 0.10, 0.18], [0.10, -0.24, -0.90], [-0.28, -0.29, -0.12], [-0.46, 0.47, 0.11], [-0.04, 0.30, -0.43], [0.47, 0.05, -0.14], [0.23, 0.23, -0.62], [-0.58, 0.24, 0.36], [-0.42, 0.02, 0.43], [-0.48, 0.87, 0.00], [1.20, -0.81, 0.28], [-0.16, 0.75, 0.17], [0.15, -0.26, -0.15], [0.37, 0.61, -0.01], [-0.66, 0.16, 0.93], [0.38, -0.45, 0.60], [0.64, -0.16, 0.43], [-0.59, -0.23, 0.31], [0.61, -0.21, 1.10], [-0.54, -0.97, -0.52], [0.66, 0.32, -0.72], [0.27, -0.43, 0.09], [-0.72, -1.66, 0.16], [-0.34, 0.45, 1.53], [0.62, -1.65, -0.94], [-0.24, -0.29, -1.12], [-0.42, 0.28, -0.10], [0.53, -0.68, 0.47], [0.40, -0.78, -0.47], [0.32, 0.35, -0.43], [-0.29, -0.28, 0.26], [-1.12, 0.31, -0.06], [-0.30, 0.23, -0.01], [0.76, 0.00, 0.68], [0.63, 0.89, 0.07], [0.19, 0.74, -0.38], [0.21, 0.33, 0.08], [-1.08, 0.79, 0.93], [-0.03, 0.14, -0.41], [-0.03, 0.25, 0.14], [-0.42, 0.40, -0.38], [0.05, 0.36, 0.09], [0.25, -0.19, 0.52], [0.90, 0.85, -0.33], [-0.41, -0.67, 0.32], [0.04, 0.58, -0.18], [0.79, -0.66, 0.44], [-1.40, 2.33, 0.11], [0.75, -0.46, 0.76], [0.49, -0.14, -1.38], [1.45, -1.24, -0.13], [0.00, 1.89, 1.94], [1.55, -0.74, -1.02], [-0.85, 1.01, 1.67], [-1.25, -1.06, -0.71], [1.36, 0.14, -0.01], [-0.49, -0.40, 0.23], [-1.86, 0.41, -0.44], [-0.77, 0.42, 0.12], [-0.69, -0.16, -0.58], [-0.61, -1.19, 0.17], [-0.11, -1.06, -0.84], [-0.29, 0.06, 0.05], [-0.05, 0.08, -0.42], [0.08, 0.43, -0.12], [0.54, 0.29, 0.10], [0.80, -0.71, 0.10]]
}